Arrangement one

{
  "formula": "C42H67GeN4O4P2RbS",
  "method": "wB97M-V/def2-TZVPD",
  "species": ["Rb", "O", "C", "O", "C", "C", "C", "C", "C", "N", "C", "O", "O", "H", "H", "H", "H", "H", "C", "C", "C", "P", "C", "C", "C", "C", "C", "C", "C", "C", "C", "C", "N", "C", "C", "C", "C", "C", "C", "C", "C", "C", "H", "H", "H", "H", "H", "H", "H", "H", "H", "H", "H", "H", "H", "H", "H", "H", "H", "H", "H", "H", "H", "H", "H", "H", "H", "H", "H", "H", "H", "H", "H", "C", "C", "P", "C", "C", "C", "C", "H", "H", "H", "H", "H", "H", "H", "H", "H", "H", "H", "H", "H", "H", "H", "S", "C", "N", "C", "C", "N", "H", "H", "H", "H", "H", "H", "C", "Ge", "C", "C", "C", "H", "H", "H", "H", "H", "H", "H", "H", "H", "H"],
  "positions_angstrom": [[0.0658, 0.2883, -0.2119], [4.2109, -1.9606, 1.1144], [3.4360, -0.8934, 0.7819], [2.3598, -0.7266, 1.3166], [4.0601, -0.0236, -0.2166], [5.4453, -0.1523, -0.5164], [5.9732, 0.7104, -1.4666], [5.1642, 1.6229, -2.0969], [3.7648, 1.6742, -1.7387], [3.2737, 0.8550, -0.7997], [2.8001, 2.5567, -2.3336], [3.2521, 3.3746, -3.3713], [1.6190, 2.6520, -2.0155], [3.6970, -2.5113, 1.7277], [6.0477, -0.8808, -0.0027], [7.0293, 0.6667, -1.7161], [5.5947, 2.3084, -2.8171], [4.1355, 3.0836, -3.6221], [-1.5019, 3.8539, -0.3083], [-0.8312, 4.1764, 1.0253], [-1.5414, 5.3652, 1.6628], [-0.7615, 2.5604, 2.0180], [0.8374, 2.8426, 2.9886], [1.0853, 1.5567, 3.7700], [1.0366, 4.0400, 3.9144], [-2.1307, 2.7076, 3.2024], [-2.3026, 3.6638, 4.1844], [-3.4362, 3.7110, 4.9853], [-3.6098, 4.8013, 6.0081], [-4.4361, 2.7612, 4.7676], [-4.3043, 1.7930, 3.8090], [-3.1444, 1.7165, 2.9806], [-2.9783, 0.8508, 2.0091], [-3.9008, -0.0923, 1.6502], [-4.0525, -1.3253, 2.3227], [-3.2558, -1.6129, 3.5617], [-4.9143, -2.2846, 1.8210], [-5.6869, -2.0618, 0.6887], [-6.5970, -3.1269, 0.1466], [-5.5642, -0.8372, 0.0507], [-4.6915, 0.1326, 0.5049], [-4.5611, 1.4274, -0.2374], [-1.5631, 4.7428, -0.9371], [-2.5108, 3.4859, -0.1336], [-0.9316, 3.0993, -0.8472], [0.2172, 4.4325, 0.8283], [-2.5505, 5.0887, 1.9624], [-1.6042, 6.1854, 0.9442], [-1.0156, 5.7306, 2.5398], [1.5848, 2.9047, 2.1839], [0.2568, 1.3738, 4.4551], [2.0054, 1.6239, 4.3537], [1.1706, 0.7159, 3.0855], [0.4099, 3.9600, 4.8007], [0.8257, 4.9781, 3.4088], [2.0779, 4.0597, 4.2478], [-1.5527, 4.4242, 4.3418], [-2.6416, 5.1643, 6.3538], [-4.1742, 4.4450, 6.8722], [-4.1485, 5.6572, 5.5857], [-5.3386, 2.8044, 5.3720], [-5.0985, 1.0762, 3.6370], [-2.2178, -1.8178, 3.2941], [-3.6567, -2.4802, 4.0906], [-3.2627, -0.7527, 4.2313], [-5.0002, -3.2393, 2.3319], [-7.0466, -3.7005, 0.9552], [-6.0384, -3.8185, -0.4874], [-7.3928, -2.6856, -0.4514], [-6.1658, -0.6306, -0.8273], [-5.4117, 1.5626, -0.9066], [-3.6348, 1.4275, -0.8218], [-4.5108, 2.2638, 0.4586], [-4.4111, 2.1583, -3.8542], [-3.0318, 1.9173, -4.4497], [-1.9344, 0.7894, -3.4284], [-2.8135, -0.8281, -3.7532], [-3.0228, -1.6001, -2.4548], [-0.5970, 0.5981, -4.7083], [0.2781, 1.8318, -4.8676], [-5.0082, 2.7816, -4.5217], [-4.3321, 2.6566, -2.8929], [-4.9350, 1.2181, -3.6986], [-2.5054, 2.8708, -4.5338], [-3.1307, 1.4905, -5.4542], [-2.2176, -1.4175, -4.4558], [-3.7816, -0.6197, -4.2194], [-2.0641, -1.9061, -2.0332], [-3.6045, -2.5052, -2.6279], [-3.5470, -0.9812, -1.7291], [-1.0560, 0.3229, -5.6682], [0.0041, -0.2450, -4.3526], [-0.2825, 2.6527, -5.3099], [1.1302, 1.6197, -5.5129], [0.6518, 2.1481, -3.8963], [0.0875, -3.1218, -1.0683], [0.1175, -4.2057, 0.3753], [1.3343, -4.9916, 0.3571], [1.0898, -6.1572, 1.1696], [-0.4200, -6.4077, 0.9993], [-0.9033, -5.2541, 0.2627], [2.1172, -4.4208, 0.6523], [1.3185, -5.9977, 2.2340], [1.6951, -7.0022, 0.8152], [-0.9099, -6.5291, 1.9766], [-0.6113, -7.3141, 0.4105], [-1.7876, -4.9069, 0.6157], [-0.0913, -5.0115, 4.3900], [0.6665, -3.4486, 3.2882], [0.2227, -1.8848, 4.4351], [2.6581, -3.7377, 3.5744], [-0.0513, -3.2823, 1.5179], [0.0869, -4.8363, 5.4477], [0.3616, -5.9636, 4.1249], [-1.1651, -5.0972, 4.2426], [1.1021, -1.5487, 4.9766], [-0.5400, -2.1492, 5.1615], [-0.1478, -1.0553, 3.8444], [2.7945, -4.2706, 4.5137], [3.1532, -2.7747, 3.6747], [3.1592, -4.3127, 2.7959], [-0.9846, -2.7299, 1.4765]],
  "mulliken_charge": [0.5307, -0.6256, 0.4152, 0.0477, 0.2051, -1.2545, -0.4458, -1.2218, 0.8849, 0.2970, 0.4699, -0.5566, -0.4617, 0.1992, 0.4036, 0.3646, 0.1245, 0.2737, -1.4719, 0.5262, -1.6690, 1.2733, 0.4637, -1.2150, -1.6868, 0.3500, -0.0033, 0.1729, -1.7224, -1.0779, -0.5304, -0.6647, 0.3960, -1.0618, 1.5560, -1.1190, -1.2317, 0.8911, -1.6300, -0.7943, 0.6469, -1.0724, 0.5302, 0.1274, 0.1797, 0.5444, 0.2883, 0.4665, 0.2586, 0.4493, 0.2394, 0.5100, -0.0310, 0.3259, 0.3147, 0.4761, 0.2005, 0.3581, 0.3955, 0.2757, 0.3005, 0.4128, -0.2400, 0.4138, 0.2932, 0.3000, 0.4137, 0.2525, 0.3841, 0.1938, 0.5284, -0.0760, 0.3472, -1.0512, -0.9798, 0.9617, -1.0410, -0.1274, -0.8136, -1.1165, 0.4611, 0.1500, 0.2501, 0.3424, 0.4012, 0.4387, 0.4429, -0.2552, 0.4867, -0.1778, 0.4302, 0.4398, 0.3213, 0.3780, 0.1515, -0.3527, 0.6088, -0.3970, -0.2194, -0.4040, -0.4068, 0.2906, -0.1323, 0.4263, 0.2189, 0.2833, 0.2876, -1.6593, 1.0469, -1.3686, -1.8238, -1.1421, 0.4364, 0.4084, 0.3758, 0.5001, 0.5589, -0.0028, 0.4443, 0.6026, 0.4353, 0.4830],
  "total_charge": -2,
  "homo_energy_ev": [-0.50, -1.57],
  "spin_multiplicity": 1,
  "lumo_ha": [0.1389, 0.1387]
}

=====

Arrangement two

{
  "formula": "C42H67GeN4O4P2RbS",
  "method": "wB97M-V/def2-TZVPD",
  "species": ["Rb", "O", "C", "O", "C", "C", "C", "C", "C", "N", "C", "O", "O", "H", "H", "H", "H", "H", "C", "C", "C", "P", "C", "C", "C", "C", "C", "C", "C", "C", "C", "C", "N", "C", "C", "C", "C", "C", "C", "C", "C", "C", "H", "H", "H", "H", "H", "H", "H", "H", "H", "H", "H", "H", "H", "H", "H", "H", "H", "H", "H", "H", "H", "H", "H", "H", "H", "H", "H", "H", "H", "H", "H", "C", "C", "P", "C", "C", "C", "C", "H", "H", "H", "H", "H", "H", "H", "H", "H", "H", "H", "H", "H", "H", "H", "S", "C", "N", "C", "C", "N", "H", "H", "H", "H", "H", "H", "C", "Ge", "C", "C", "C", "H", "H", "H", "H", "H", "H", "H", "H", "H", "H"],
  "positions_angstrom": [[0.0555, 0.6723, 0.0726], [3.0317, 4.4662, -1.4998], [1.9629, 3.8025, -0.9907], [2.0997, 3.0818, -0.0296], [0.6760, 4.0314, -1.7208], [0.6605, 4.7793, -2.8818], [-0.6259, 4.9450, -3.4923], [-1.7160, 4.3371, -2.9796], [-1.5959, 3.4678, -1.8045], [-0.3533, 3.4288, -1.1354], [-2.6442, 2.7447, -1.3642], [-3.8810, 2.8176, -1.9921], [-2.6075, 1.9388, -0.2602], [3.7725, 4.1862, -0.9433], [1.5570, 5.2258, -3.2813], [-0.7247, 5.5664, -4.3776], [-2.6916, 4.4542, -3.4326], [-4.1642, 1.8909, -2.0671], [5.7098, -1.9458, 1.0426], [4.4162, -1.2106, 1.3849], [4.5526, 0.2633, 0.9870], [2.7735, -1.7994, 0.7017], [2.3022, -3.2214, 1.8193], [3.3019, -4.3334, 2.1192], [0.9988, -3.8051, 1.2746], [3.0966, -2.5864, -0.9109], [4.0514, -3.5735, -1.1494], [4.2592, -4.1739, -2.3851], [5.3252, -5.2170, -2.5957], [3.4439, -3.7333, -3.4374], [2.4794, -2.7717, -3.2657], [2.2331, -2.1598, -1.9898], [1.2948, -1.2583, -1.7688], [0.4624, -0.7645, -2.7730], [0.7453, 0.4925, -3.3409], [2.0763, 1.1343, -3.0556], [-0.2086, 1.1395, -4.1136], [-1.4389, 0.5536, -4.3950], [-2.5095, 1.3291, -5.1158], [-1.6746, -0.7240, -3.9046], [-0.7547, -1.3849, -3.0966], [-1.0789, -2.7153, -2.4749], [6.5577, -1.4513, 1.5303], [5.8858, -1.9259, -0.0344], [5.7070, -2.9891, 1.3582], [4.2660, -1.2576, 2.4721], [4.5978, 0.3572, -0.1027], [5.4714, 0.6949, 1.3986], [3.7065, 0.8620, 1.3259], [2.0755, -2.7095, 2.7631], [3.5514, -4.8912, 1.2149], [2.8723, -5.0462, 2.8331], [4.2253, -3.9477, 2.5553], [1.1793, -4.3058, 0.3198], [0.2541, -3.0264, 1.0938], [0.5742, -4.5349, 1.9723], [4.6832, -3.8956, -0.3299], [5.7536, -5.5280, -1.6398], [6.1517, -4.8541, -3.2178], [4.9300, -6.1146, -3.0828], [3.5794, -4.1687, -4.4261], [1.8660, -2.4583, -4.1038], [2.2815, 1.1612, -1.9829], [2.1106, 2.1499, -3.4525], [2.8880, 0.5511, -3.5024], [-0.0024, 2.1461, -4.4679], [-2.0881, 1.9248, -5.9292], [-3.0070, 2.0225, -4.4313], [-3.2679, 0.6630, -5.5341], [-2.6316, -1.2017, -4.1032], [-2.0119, -3.1173, -2.8762], [-1.1906, -2.6122, -1.3912], [-0.2803, -3.4415, -2.6449], [-2.0280, -2.2744, 2.9328], [-0.8790, -1.8527, 3.8494], [-0.2734, -0.1320, 3.5403], [-1.6984, 0.8745, 4.1426], [-2.7163, 1.1837, 3.0464], [0.8309, 0.0795, 5.0037], [2.1542, -0.6682, 4.8731], [-2.1635, -3.3584, 2.9484], [-1.8524, -1.9713, 1.8970], [-2.9708, -1.8181, 3.2376], [-0.0208, -2.5096, 3.6819], [-1.1636, -1.9553, 4.9041], [-1.2648, 1.8019, 4.5307], [-2.1652, 0.3565, 4.9903], [-2.2888, 1.8205, 2.2712], [-3.6008, 1.6837, 3.4513], [-3.0539, 0.2914, 2.5230], [0.2953, -0.2253, 5.9111], [1.0159, 1.1543, 5.0687], [2.0079, -1.7507, 4.8416], [2.8195, -0.4516, 5.7125], [2.6671, -0.3771, 3.9540], [1.3105, 3.5998, 3.5952], [-0.1583, 4.0742, 2.9371], [-0.6290, 3.8629, 1.7103], [-1.9339, 4.4870, 1.5044], [-2.3858, 4.7501, 2.9419], [-1.1080, 4.7697, 3.6494], [-0.0912, 3.5746, 0.8887], [-2.5936, 3.8191, 0.9554], [-1.8203, 5.4143, 0.9359], [-3.0300, 3.9462, 3.3064], [-2.9134, 5.6987, 3.0409], [-1.0596, 4.6637, 4.6484], [-4.6311, -2.0711, -0.4150], [-4.6991, -0.0974, -0.4226], [-6.0908, 0.3032, -1.8350], [-5.6142, 0.4925, 1.2377], [-2.8954, 0.5126, -0.5369], [-5.6287, -2.5131, -0.4826], [-4.1451, -2.4211, 0.4978], [-4.0342, -2.4225, -1.2599], [-7.0146, -0.2559, -1.6538], [-5.7033, 0.0253, -2.8201], [-6.3344, 1.3688, -1.8634], [-6.6963, 0.3894, 1.1222], [-5.3842, 1.5413, 1.4378], [-5.2977, -0.0919, 2.1039], [-2.4266, 0.2528, -1.4958]],
  "mulliken_charge": [0.1583, -0.5578, -0.1299, -0.3561, 0.1618, -0.5217, -0.6283, -1.1714, 0.3493, 0.9357, 0.0400, -0.7825, 0.4662, 0.3651, 0.4378, 0.3233, 0.3895, 0.0193, -1.7930, 0.8599, -1.6584, 1.2026, 1.6534, -1.8520, -1.5135, 0.1442, 0.3184, 0.0999, -1.7950, -0.9767, -0.6383, -0.6249, 1.5205, -1.5421, 1.4597, -1.5206, -0.8339, 0.7704, -1.6153, -0.8879, 1.1193, -1.3534, 0.4618, 0.3657, 0.2692, 0.1634, 0.2612, 0.5118, 0.2906, -0.9256, 0.2897, 0.4787, 0.3379, 0.4412, 0.0500, 0.5299, 0.0947, 0.3443, 0.3099, 0.3492, 0.2972, 0.4060, 0.0256, 0.4892, 0.4867, 0.2155, 0.3840, 0.1022, 0.4291, 0.2462, 0.4568, -0.0018, 0.3355, -1.3098, -0.6492, 0.8516, -1.2493, 0.0835, -0.9824, -0.9760, 0.5097, 0.0419, 0.4228, 0.1799, 0.5471, 0.4867, 0.5354, -0.2499, 0.5794, -0.4019, 0.5266, 0.2287, 0.2107, 0.4848, 0.0634, -0.3737, -0.1570, 0.5605, 0.0043, -0.3439, -0.2635, -0.4360, -0.4083, 0.5917, 0.1694, 0.3265, 0.3067, -1.0046, 0.3649, -1.6296, -1.4994, -0.6407, 0.4234, 0.1722, 0.1845, 0.4360, 0.3956, 0.4107, 0.5019, 0.4080, 0.3193, 0.7097],
  "total_charge": -2,
  "homo_energy_ev": -0.29,
  "spin_multiplicity": 1,
  "lumo_ha": 0.1333
}

=====

Arrangement three

{
  "formula": "C42H67GeN4O4P2RbS",
  "method": "wB97M-V/def2-TZVPD",
  "species": ["Rb", "O", "C", "O", "C", "C", "C", "C", "C", "N", "C", "O", "O", "H", "H", "H", "H", "H", "C", "C", "C", "P", "C", "C", "C", "C", "C", "C", "C", "C", "C", "C", "N", "C", "C", "C", "C", "C", "C", "C", "C", "C", "H", "H", "H", "H", "H", "H", "H", "H", "H", "H", "H", "H", "H", "H", "H", "H", "H", "H", "H", "H", "H", "H", "H", "H", "H", "H", "H", "H", "H", "H", "H", "C", "C", "P", "C", "C", "C", "C", "H", "H", "H", "H", "H", "H", "H", "H", "H", "H", "H", "H", "H", "H", "H", "S", "C", "N", "C", "C", "N", "H", "H", "H", "H", "H", "H", "C", "Ge", "C", "C", "C", "H", "H", "H", "H", "H", "H", "H", "H", "H", "H"],
  "positions_angstrom": [[0.2599, 0.6397, -0.8122], [-2.7492, 3.2316, -3.9781], [-1.9323, 2.2823, -3.3811], [-1.7981, 2.3037, -2.1594], [-1.3245, 1.3704, -4.2928], [-1.5119, 1.4356, -5.7053], [-0.8528, 0.5672, -6.5196], [0.0103, -0.4099, -5.9417], [0.1103, -0.4152, -4.5477], [-0.5027, 0.4137, -3.7311], [0.9809, -1.4159, -3.8273], [1.3261, -2.5240, -4.5410], [1.3644, -1.2825, -2.6991], [-3.0419, 3.7652, -3.2264], [-2.1701, 2.1914, -6.1115], [-0.9730, 0.6232, -7.5952], [0.6304, -1.0326, -6.5750], [0.8286, -2.5018, -5.3699], [-4.5501, -2.8129, -0.8698], [-3.4099, -1.9894, -1.4616], [-3.7746, -0.5057, -1.4084], [-1.6802, -2.2318, -0.7632], [-1.0902, -3.6598, -1.8304], [0.2422, -4.1862, -1.3070], [-2.0100, -4.8214, -2.2109], [-1.9423, -2.8498, 0.9407], [-2.5476, -4.0802, 1.2124], [-2.8798, -4.5225, 2.4829], [-3.5413, -5.8555, 2.7156], [-2.6263, -3.6347, 3.5364], [-2.0254, -2.4188, 3.3288], [-1.5832, -1.9850, 2.0356], [-0.8230, -0.8864, 1.8664], [-0.8521, 0.0887, 2.8744], [-2.0289, 0.8294, 3.1093], [-3.2418, 0.5798, 2.2627], [-2.0436, 1.8392, 4.0605], [-0.9128, 2.1783, 4.7907], [-0.9214, 3.3349, 5.7548], [0.2486, 1.4652, 4.5332], [0.3029, 0.4446, 3.5911], [1.6077, -0.2497, 3.3316], [-5.4913, -2.5598, -1.3700], [-4.6649, -2.5922, 0.1932], [-4.3974, -3.8874, -0.9634], [-3.2815, -2.2565, -2.5189], [-3.9584, -0.1973, -0.3791], [-4.6907, -0.3154, -1.9772], [-2.9824, 0.1270, -1.8094], [-0.8802, -3.1191, -2.7625], [0.0935, -4.7105, -0.3583], [0.9563, -3.3784, -1.1471], [0.6806, -4.8883, -2.0232], [-2.1849, -5.4993, -1.3745], [-1.5339, -5.4115, -3.0019], [-2.9747, -4.4844, -2.5895], [-2.7986, -4.7241, 0.3791], [-3.5814, -6.4328, 1.7897], [-4.5688, -5.7475, 3.0786], [-3.0026, -6.4566, 3.4546], [-2.9013, -3.9178, 4.5503], [-1.8245, -1.7712, 4.1742], [-2.9600, 0.6275, 1.2104], [-4.0076, 1.3335, 2.4546], [-3.6766, -0.4093, 2.4332], [-2.9598, 2.4072, 4.2048], [-1.8980, 3.4473, 6.2308], [-0.6904, 4.2738, 5.2429], [-0.1741, 3.1996, 6.5392], [1.1595, 1.7248, 5.0648], [2.4144, 0.2326, 3.8858], [1.8690, -0.2228, 2.2722], [1.5703, -1.3003, 3.6317], [4.4727, 3.5975, -0.5707], [4.5135, 3.0158, -1.9821], [3.0356, 1.9684, -2.3695], [1.9606, 3.1769, -3.2645], [1.4676, 4.3259, -2.3863], [3.6836, 1.0662, -3.8513], [4.5188, -0.1524, -3.4668], [5.3598, 4.2041, -0.3649], [4.4154, 2.7994, 0.1701], [3.5868, 4.2120, -0.4117], [5.3885, 2.3658, -2.0882], [4.6100, 3.8042, -2.7390], [1.1065, 2.5969, -3.6280], [2.4918, 3.5542, -4.1482], [1.0803, 3.9548, -1.4320], [0.6769, 4.8855, -2.8923], [2.2790, 5.0233, -2.1615], [4.2524, 1.7525, -4.4920], [2.8061, 0.7534, -4.4261], [5.3934, 0.1352, -2.8780], [4.8772, -0.6875, -4.3506], [3.9314, -0.8447, -2.8623], [3.3950, -1.7637, 0.2225], [2.5824, -2.8920, 1.1338], [1.3133, -2.8479, 1.5404], [0.9876, -3.9589, 2.4174], [2.0711, -4.9678, 2.0292], [3.1376, -4.0740, 1.5931], [0.7414, -1.9904, 1.5228], [-0.0244, -4.3222, 2.2452], [1.0759, -3.6630, 3.4693], [1.7251, -5.6120, 1.2118], [2.3825, -5.5916, 2.8672], [3.9020, -4.4201, 1.0359], [1.8367, 6.1814, 1.1523], [1.1939, 4.5334, 2.0850], [2.1581, 4.6431, 3.8365], [-0.6888, 4.9826, 2.5250], [1.2805, 2.9664, 0.9955], [1.5703, 7.0800, 1.7162], [1.3882, 6.2469, 0.1587], [2.9227, 6.1579, 1.0352], [1.9614, 5.5870, 4.3547], [3.2341, 4.5599, 3.6644], [1.8545, 3.8190, 4.4824], [-0.7643, 5.8886, 3.1333], [-1.1508, 4.1501, 3.0609], [-1.2449, 5.1311, 1.5972], [2.0201, 2.2656, 1.4336]],
  "mulliken_charge": [0.2264, -0.6013, 0.0428, -0.4945, -0.0280, -0.8839, -0.8923, -1.1888, 0.6482, 1.1302, 0.5312, -0.5372, -0.2435, 0.3484, 0.5071, 0.3671, 0.4291, 0.3462, -1.7174, 0.5267, -1.7474, 0.9637, 1.0879, -1.2970, -1.8470, 0.4570, 0.3302, 0.9836, -1.8567, -0.9979, -0.4110, -1.1966, 0.6522, -1.3535, 1.5535, -1.1307, -0.6510, 0.3173, -1.7160, -0.5110, 0.9538, -0.8216, 0.5204, 0.1945, 0.3026, 0.5812, 0.1560, 0.5247, 0.4731, -0.2915, 0.0945, 0.0251, 0.5904, 0.3048, 0.4894, 0.3462, -0.2198, 0.3715, 0.3129, 0.3244, 0.2632, 0.4950, -0.2168, 0.3353, 0.2848, 0.2830, 0.4535, 0.2234, 0.3765, 0.3418, 0.4198, -0.2277, 0.1415, -0.6791, -1.0258, 1.0115, -0.1203, -1.2245, -0.7367, -1.2433, 0.4592, 0.2305, -0.1248, 0.4370, 0.4224, -0.3954, 0.5431, 0.0942, 0.5066, 0.3829, 0.4934, 0.2789, 0.3455, 0.3821, 0.1368, -0.2461, -0.1522, 1.5050, -0.0516, -0.6266, -0.2886, -0.9119, -0.2745, 0.4275, 0.3255, 0.3246, 0.3048, -1.3252, 0.3911, -1.1395, -0.9830, -0.7972, 0.4459, 0.2975, 0.3469, 0.3273, 0.4099, 0.2213, 0.3161, 0.0206, 0.3981, 0.0079],
  "total_charge": -2,
  "homo_energy_ev": [-0.77, -0.92],
  "spin_multiplicity": 1,
  "lumo_ha": [0.1349, 0.1339]
}

=====

Most stable structure: arrangement two